Density functional theory data (the ωB97M-V functional and the def2-TZVPD basis) for 2 unconnected molecules or ions with the total composition C5H12Br3NSi in a non-equilibrium geometry.

Last column: Löwdin spin population.
Positions of all 22 atoms, in Å:
C  -0.64100  0.85372  1.53269  0.025
C  -0.70270  1.70498  -0.70757  0.009
C  -1.63060  -0.60262  -0.17021  0.060
C  0.96255  -1.71959  1.16351  0.642
C  -0.54671  0.38643  0.10346  0.071
N  0.70145  -0.16255  -0.22598  0.805
Si  1.72066  -0.19401  -1.48739  0.137
Br  2.26896  -2.44562  -1.79383  0.036
Br  3.55676  0.86673  -0.86310  0.057
Br  1.22330  0.32094  -3.59823  0.018
H  -0.74986  0.03821  2.21274  0.002
H  0.23474  1.41132  1.95243  0.000
H  -1.51891  1.47188  1.60734  0.003
H  -1.67927  2.01040  -0.49492  0.002
H  -0.66978  1.60319  -1.82851  0.001
H  -0.05260  2.57465  -0.35328  0.000
H  -2.15191  -0.19479  -1.05564  0.004
H  -1.32144  -1.58452  -0.61752  0.003
H  -2.25468  -0.85707  0.66613  0.005
H  1.73144  -1.15769  1.61618  0.033
H  0.04709  -1.79119  1.71127  0.048
H  1.47254  -2.53278  0.63045  0.038

Energy above the lowest of the compared OMol25 structures with the same formula, charge and spin, kJ/mol: 35.9
LUMO level (alpha / beta), eV: 0.3 / -2.6
Kohn-Sham gap (alpha / beta), eV: 6.68 / 7.43
2S+1: 3
E, hartree: -8263.9571

Density functional theory data (the ωB97M-V functional and the def2-TZVPD basis) for a molecular structure, C33H46BBr48INO2Si in a non-equilibrium geometry.

Last column: Mulliken charge in e.
Positions of all 133 atoms, in Å:
C  9.75951  2.39655  -0.72667  -1.228
C  8.30766  2.42624  -0.00997  0.937
C  8.34757  2.59218  1.54787  -0.722
C  6.99064  2.63976  2.28698  -0.547
C  5.67817  2.48050  1.48749  -0.253
C  5.58520  2.26805  -0.05617  0.535
C  4.23898  2.07709  -0.88095  -1.410
B  3.68453  0.50070  -0.90324  0.759
I  2.96185  0.10278  1.16119  -0.356
C  2.50590  0.46126  -2.05253  -0.602
C  1.11384  -0.19092  -1.60050  -0.506
O  0.25656  0.79994  -0.93733  -0.454
Si  -1.14456  0.06900  -0.24504  0.959
C  -0.79582  -1.32011  1.02448  -0.772
C  -2.41214  -0.61113  -1.50593  -0.256
C  -2.05668  1.48502  0.72992  -0.801
C  4.85656  -0.55934  -1.38043  -0.298
C  4.54909  -2.08535  -1.04407  0.085
O  3.41353  -2.61383  -0.93323  -0.604
N  5.75451  -2.97741  -0.89462  0.077
C  5.38159  -4.31198  -1.45772  -0.802
C  6.18551  -3.05945  0.53188  -0.355
C  6.96793  2.26570  -0.81328  -0.471
H  10.54495  2.95749  -0.09125  0.323
H  10.12421  1.29843  -0.73341  0.264
H  9.72253  2.81780  -1.78472  0.308
H  9.31017  2.67658  2.14811  0.246
H  6.88491  2.76339  3.42172  0.310
H  4.68104  2.49109  2.05316  0.300
H  3.42197  2.79171  -0.49173  0.148
H  4.39026  2.35075  -1.99507  0.349
H  2.25399  1.53069  -2.42554  0.189
H  2.83293  -0.10779  -3.00657  0.240
H  1.20335  -1.16484  -1.01265  0.247
H  0.55194  -0.46529  -2.58109  0.211
H  0.26991  -1.35637  1.42782  0.158
H  -1.48861  -1.11574  1.93012  0.195
H  -1.05225  -2.35530  0.57528  0.238
H  -2.27029  -1.73782  -1.72604  -0.018
H  -2.49498  -0.01821  -2.47994  0.252
H  -3.45645  -0.54451  -1.00861  -0.188
H  -3.01573  1.79026  0.18254  0.120
H  -2.20611  1.22537  1.82950  0.249
H  -1.36661  2.41302  0.70681  0.272
H  4.94610  -0.50082  -2.53515  0.249
H  5.89858  -0.32723  -0.97436  -0.012
H  4.83369  -4.11268  -2.45255  0.292
H  6.32657  -4.90125  -1.71099  0.239
H  4.72902  -4.88274  -0.71515  0.292
H  5.64935  -2.32186  1.22834  0.180
H  6.10744  -4.13815  0.90893  -0.016
H  7.30932  -2.78728  0.60876  0.251
H  7.04887  2.15005  -1.95347  0.150
C  -6.15679  0.42025  0.90456  -0.398
Br  -5.87221  1.35119  -0.77405  -0.082
Br  -4.77247  -0.88895  1.26064  0.156
Br  -6.37374  1.65445  2.38605  -0.056
H  -7.09309  -0.12682  0.80604  0.428
C  -5.72730  -5.37082  1.56042  -0.331
Br  -7.12194  -4.03367  1.38376  0.004
Br  -5.26835  -6.16406  -0.14825  -0.022
Br  -4.16371  -4.66977  2.46854  -0.044
H  -6.12820  -6.16811  2.18437  0.338
C  -7.80100  0.81997  -4.46071  -0.402
Br  -8.73860  2.51794  -4.41549  0.022
Br  -5.87950  1.05463  -4.33522  0.055
Br  -8.46788  -0.40889  -3.11605  -0.044
H  -8.00377  0.36981  -5.43142  0.395
C  5.96102  6.79076  0.45994  -0.447
Br  4.28689  7.19002  1.35718  0.007
Br  7.47393  7.54763  1.41204  -0.098
Br  6.17914  4.88540  0.14566  0.284
H  5.92293  7.27397  -0.51535  0.337
C  6.48126  -5.39346  4.32516  -0.339
Br  5.08946  -4.06586  4.08131  0.010
Br  7.00926  -6.20121  2.64183  0.044
Br  8.00446  -4.67468  5.28796  -0.023
H  6.06089  -6.18665  4.94084  0.340
C  -8.70593  -8.11338  -1.79865  -0.348
Br  -8.83978  -7.56602  0.05834  0.009
Br  -7.96960  -6.70846  -2.91624  -0.009
Br  -7.72562  -9.77566  -1.99052  0.006
H  -9.71981  -8.29938  -2.14859  0.346
C  1.27985  7.76539  4.62017  -0.372
Br  1.55589  8.66447  2.92499  -0.047
Br  2.68016  6.47500  4.98267  -0.009
Br  1.06670  9.02740  6.07940  -0.068
H  0.34664  7.21043  4.53975  0.439
C  -5.82498  -3.06101  6.16437  -0.379
Br  -4.06638  -3.38191  6.91684  -0.015
Br  -5.75668  -1.81498  4.68029  0.077
Br  -6.71399  -4.71591  5.67736  -0.030
H  -6.42510  -2.59565  6.94426  0.348
C  8.16863  -9.97996  1.86697  -0.225
Br  9.92265  -10.27566  2.64036  -0.009
Br  8.23945  -8.74938  0.37059  -0.027
Br  7.30096  -11.64757  1.38856  -0.022
H  7.55626  -9.51097  2.63584  0.244
C  -9.60815  -13.10171  0.61404  -0.320
Br  -10.99855  -11.76115  0.43446  -0.011
Br  -9.14439  -13.89281  -1.09514  -0.013
Br  -8.04908  -12.40292  1.53090  -0.002
H  -10.01252  -13.89909  1.23504  0.338
C  -10.44962  6.62812  -3.99829  -0.282
Br  -8.67944  6.30679  -3.27535  -0.022
Br  -10.40651  7.87861  -5.48006  -0.014
Br  -11.34268  4.97487  -4.47850  -0.054
H  -11.03773  7.09054  -3.20748  0.341
C  3.66842  5.11858  9.11946  -0.330
Br  4.99421  5.48974  10.48658  -0.036
Br  2.95151  6.74696  8.34918  0.048
Br  4.35333  3.91991  7.75703  -0.030
H  2.84168  4.60624  9.60837  0.351
C  -5.31834  2.31985  -8.50067  -0.350
Br  -6.98273  2.70862  -7.58374  0.008
Br  -3.79019  3.05219  -7.55816  0.003
Br  -5.11256  0.42190  -8.84415  -0.035
H  -5.36387  2.81598  -9.46860  0.345
C  -7.18759  8.59043  -7.84482  -0.238
Br  -6.62544  6.87037  -8.54261  0.042
Br  -6.60383  8.84919  -6.01434  0.012
Br  -6.63182  10.05203  -8.99292  -0.030
H  -8.27635  8.58947  -7.83476  0.206
C  5.28934  9.45025  5.16137  0.515
Br  5.59630  10.36674  3.48005  -0.036
Br  6.68554  8.16060  5.54486  0.005
Br  5.03550  10.69628  6.62708  -0.060
H  4.36034  8.89098  5.05430  -0.413
C  -3.48177  -3.50966  -4.28201  -0.540
Br  -4.42321  -1.81342  -4.22800  0.164
Br  -1.55929  -3.27492  -4.17437  -0.012
Br  -4.13208  -4.73728  -2.92759  0.078
H  -3.69302  -3.95948  -5.25060  0.377

LUMO level, eV: 0.6
Kohn-Sham gap, eV: 5.74
Charge: -1
2S+1: 1
E, hartree: -125654.7366

Density functional theory data (the ωB97M-V functional and the def2-TZVPD basis) for a single C5H9NO molecule.

Last column: Mulliken charge in e.
Positions of all 16 atoms, in Å:
O  2.47871  0.94158  0.64671  -0.571
C  1.47356  0.94289  -0.32044  -0.549
C  0.84812  -0.44617  -0.58288  -0.523
C  -0.51307  -0.34635  0.07926  1.358
C  -1.80449  -0.64835  -0.60563  -0.674
N  -1.30348  -1.52995  0.44233  -0.653
C  -0.40288  0.59104  1.21789  -1.118
H  2.04284  0.64273  1.46284  0.414
H  1.86937  1.42216  -1.21674  0.399
H  1.45980  -1.21494  -0.09957  0.249
H  0.78569  -0.68451  -1.65001  0.357
H  -1.79269  -1.09476  -1.59946  0.279
H  -2.66354  -0.01310  -0.39463  0.252
H  -1.79733  -1.40052  1.32552  0.256
H  0.63455  1.61957  0.01292  0.287
H  -1.31516  1.21870  1.28190  0.238

Energy above the lowest of the compared OMol25 structures with the same formula, charge and spin, kJ/mol: 601.5
LUMO level, eV: -0.6
Kohn-Sham gap, eV: 8.29
2S+1: 1
E, hartree: -325.7085

Density functional theory data (the ωB97M-V functional and the def2-TZVPD basis) for a gas-phase ion, CH2OPS (charge -1) in a non-equilibrium geometry.

Last column: Löwdin spin population.
Positions of all 6 atoms, in Å:
C  0.20276  0.78508  1.41528  0.731
O  -0.18243  1.89549  1.67261  0.466
P  -0.00476  -0.15517  -0.45038  0.376
S  -0.65775  -0.40663  -2.38180  0.333
H  -0.60763  -1.33149  0.25545  0.051
H  1.24980  -0.78729  -0.51115  0.043

Energy above the lowest of the compared OMol25 structures with the same formula, charge and spin, kJ/mol: 0.0
LUMO level (alpha / beta), eV: 3.9 / 2.8
Kohn-Sham gap (alpha / beta), eV: 4.67 / 7.05
Charge: -1
2S+1: 3
E, hartree: -854.0012